[1]
The following is a DFT calculation (the ωB97M-V functional and the def2-TZVPD basis) of a 3-piece molecular cluster, C14H39B2N3O9P overall in a non-equilibrium geometry.

total charge = -1
gap between HOMO and LUMO = 5.846 eV
E = -48688.922 eV
highest occupied orbital energy = -3.70 eV
largest force on an atom = 3.78 eV Å⁻¹
E_LUMO = 2.1 eV

```
68
Properties=species:S:1:pos:R:3:forces:R:3:mulliken_charge:R:1
N 0.3191 -5.3449 3.8938 -0.6 0.0 -0.2 -0.9031
B 0.1087 -3.8684 3.4793 2.3 -0.2 -0.9 -0.9400
O 1.0130 -3.2412 2.4638 -2.3 -1.9 -0.5 -0.5859
B -1.1670 -3.0923 4.1790 0.4 1.3 -0.2 2.2498
O -1.1058 -1.6423 4.4483 -2.3 2.3 -0.1 -0.7433
C -2.5519 -1.3184 4.6661 0.9 -0.8 -0.4 -0.6494
C -3.2446 -2.1878 3.4582 1.8 -1.9 -0.2 0.0169
P -4.7257 -3.3435 3.9526 -0.9 -0.1 0.4 0.0768
O -4.8028 -4.4894 2.5990 1.4 2.3 0.5 -0.5154
O -4.2617 -4.2988 5.3740 0.5 -0.1 -3.7 -0.4426
O -2.2081 -3.1839 3.1364 -1.7 0.5 -0.2 -0.3700
H 0.3970 -5.3931 4.9407 -0.4 0.2 -1.3 0.2931
H -0.6066 -5.8202 3.6808 1.3 0.7 0.5 0.2920
H 0.5902 -3.4139 1.5524 1.0 0.5 1.8 0.3017
H -1.3893 -3.5388 5.2426 -0.8 -1.1 1.2 -0.4337
H -2.7207 -1.7380 5.7504 -0.5 0.8 -2.1 0.2587
H -2.9004 -0.2091 4.5212 1.2 -1.9 0.5 0.2272
H -3.3475 -1.6093 2.4351 -0.7 -0.7 2.3 0.3601
H -4.3081 -4.0515 1.8332 -0.6 -1.0 1.6 0.3363
H -3.7545 -5.0635 4.9673 -0.3 1.2 0.9 0.3003
C -3.3696 -1.2334 -3.7587 0.4 0.0 -0.1 -0.7249
O -2.3528 -0.2543 -3.5945 -0.6 0.0 0.1 -0.3273
C -2.7699 0.8574 -2.7892 0.8 0.2 0.2 -0.8484
C -2.0130 0.8627 -1.4517 -0.5 -0.5 -0.3 0.0832
N -2.4473 -0.2422 -0.5912 0.1 0.3 -0.2 -0.3009
C -1.5912 -0.4448 0.5826 0.1 -0.5 -0.1 -0.0408
C -0.1276 -0.8656 0.3263 -0.3 0.0 0.8 0.4188
O 0.0083 -2.1725 -0.2315 0.1 0.4 -0.4 -0.4553
C -0.1083 -2.2245 -1.6467 0.1 -0.3 0.3 -0.6090
H -3.0226 -1.9635 -4.4972 0.0 0.2 0.1 0.2309
H -3.5547 -1.7613 -2.8209 -0.2 0.0 0.0 0.2997
H -4.2955 -0.7827 -4.1254 -0.1 0.0 0.1 0.3366
H -3.8552 0.8768 -2.6395 0.1 -0.2 0.1 0.4141
H -2.4977 1.7617 -3.3456 0.0 0.0 0.0 0.3918
H -2.1963 1.8149 -0.9384 0.0 -0.1 0.0 0.3755
H -0.9448 0.7916 -1.6752 0.1 0.2 -0.1 -0.0446
H -2.4552 -1.1023 -1.1335 0.0 0.2 0.1 0.1076
H -2.0659 -1.2305 1.1807 0.4 0.1 0.0 -0.5990
H -1.6037 0.4651 1.1942 0.1 0.0 -0.1 0.6116
H 0.3688 -0.9076 1.3034 -0.2 -0.2 -0.1 0.4935
H 0.4279 -0.1271 -0.2597 -0.1 -0.1 -0.3 -0.6734
H 0.2558 -1.3144 -2.1319 -0.1 0.0 0.1 0.2203
H -1.1443 -2.4206 -1.9278 -0.1 0.1 -0.2 0.1752
H 0.4881 -3.0677 -2.0063 0.0 0.1 0.1 0.3283
C 3.4131 5.3090 -3.7543 0.3 -0.3 -0.1 -0.7191
O 4.4641 4.7877 -2.9524 -0.4 0.5 0.1 -0.3345
C 4.4707 5.3215 -1.6208 0.4 -0.6 0.3 -0.7771
C 4.1001 4.2294 -0.6049 -0.4 0.4 -0.5 -0.1791
N 2.6857 3.8591 -0.7154 0.3 0.0 0.0 -0.3294
C 2.3328 2.6536 0.0421 0.0 -0.1 -0.4 -0.6913
C 2.9909 1.3263 -0.3938 -0.6 0.0 0.4 -0.6295
O 2.5715 0.8685 -1.6791 0.5 0.3 0.2 -0.3252
C 3.2955 1.4241 -2.7681 -0.4 -0.3 0.0 -0.6601
H 3.5684 4.9671 -4.7828 0.1 0.0 0.2 0.2359
H 2.4447 4.9353 -3.4153 -0.2 0.2 0.0 0.3042
H 3.4172 6.4021 -3.7481 -0.1 0.0 0.0 0.3393
H 3.8238 6.2005 -1.5231 -0.1 -0.2 -0.1 0.4023
H 5.4989 5.6454 -1.4225 -0.1 0.0 0.0 0.3849
H 4.2996 4.5985 0.4089 -0.1 -0.1 -0.1 0.3614
H 4.7486 3.3688 -0.7923 0.3 0.0 0.0 0.1778
H 2.4595 3.6996 -1.6938 0.1 0.0 0.2 0.0996
H 1.2474 2.5357 -0.0507 0.1 -0.1 0.1 0.3367
H 2.5391 2.8272 1.1049 0.1 0.0 -0.1 0.4142
H 2.6619 0.5579 0.3162 0.0 0.1 -0.1 0.3546
H 4.0824 1.3523 -0.3215 0.1 0.1 -0.2 0.4385
H 4.3347 1.6483 -2.5108 -0.1 0.1 0.1 0.3007
H 2.7895 2.3191 -3.1336 0.2 0.2 -0.1 0.2005
H 3.2931 0.6966 -3.5847 0.0 0.0 0.1 0.3016
```
Forces are in eV/Å.

=====

[2]
The following is a DFT calculation (the ωB97M-V functional and the def2-TZVPD basis) of C22H26N4NiO5 as an isolated structure.

gap between HOMO and LUMO (spin up / spin down) = 7.797 / 7.771 eV
E = -80477.693 eV
highest occupied orbital energy (spin up / spin down) = -7.29 / -7.27 eV
largest force on an atom = 0.62 eV Å⁻¹
E_LUMO (spin up / spin down) = 0.5 / 0.5 eV

```
58
Properties=species:S:1:pos:R:3:forces:R:3:mulliken_charge:R:1
Ni -0.7029 0.0691 -1.0460 0.1 -0.2 0.0 -0.0345
C 2.1525 3.1436 2.1172 0.0 0.0 0.0 -0.9945
N 1.7658 1.7745 1.8326 0.0 0.0 -0.1 0.3277
C 2.8354 0.7971 1.7303 0.0 0.0 0.0 -1.0805
C 0.4854 1.3623 1.6967 0.1 0.0 0.1 0.9310
O 0.1840 0.1913 1.5028 -0.1 0.0 0.0 -0.6715
C -0.5993 2.4300 1.8321 0.1 0.0 -0.1 -1.0584
O -1.8364 1.9974 1.3518 -0.1 0.2 0.0 -0.3172
C -2.5331 1.0405 2.0764 0.0 -0.1 0.0 -1.0033
C -2.8274 -0.1585 1.1805 0.2 -0.3 0.2 0.9269
O -2.2921 -0.3151 0.0877 -0.4 0.4 -0.3 -0.4952
N -3.6872 -1.0873 1.6453 0.0 0.0 -0.1 0.1417
C -3.9430 -2.2874 0.8620 0.0 0.0 0.0 -1.0475
C -4.3449 -1.0502 2.9362 0.0 0.0 0.0 -1.0231
H 3.1473 3.3125 1.7080 0.0 0.0 0.0 0.3365
H 1.4869 3.8562 1.6369 0.0 0.0 0.0 0.3879
H 2.1838 3.3474 3.1918 0.0 0.0 0.0 0.2720
H 3.6023 1.1738 1.0519 0.0 0.0 0.0 0.3796
H 3.2887 0.6043 2.7063 0.0 0.0 0.0 0.3418
H 2.4296 -0.1303 1.3383 0.0 0.0 0.0 0.2622
H -0.6485 2.7569 2.8807 0.0 0.0 0.0 0.4876
H -0.3465 3.2951 1.2224 0.0 0.0 0.0 0.2860
H -1.9866 0.6860 2.9575 0.0 0.0 0.0 0.4114
H -3.4794 1.4774 2.4118 0.0 0.0 0.0 0.5594
H -3.3393 -2.2654 -0.0391 0.0 0.0 0.0 0.2355
H -3.6817 -3.1696 1.4500 0.0 0.0 0.0 0.3520
H -5.0015 -2.3419 0.5997 0.0 0.0 0.0 0.3227
H -4.1929 -0.1060 3.4459 0.0 0.0 0.0 0.3538
H -5.4187 -1.1972 2.8054 0.0 0.0 0.0 0.3429
H -3.9667 -1.8511 3.5764 0.0 0.0 0.0 0.3447
O -0.8677 1.9227 -1.2833 0.0 -0.3 0.2 -0.8100
C 0.1132 2.7421 -1.4914 0.1 0.1 0.0 0.5645
C -0.1262 4.1357 -1.3702 0.0 -0.1 0.0 -0.3943
C 0.8841 5.0572 -1.5113 0.0 0.0 0.0 -0.3899
C 2.1938 4.6562 -1.8042 0.0 0.0 0.0 -0.7420
C 2.4425 3.3145 -1.9803 0.0 0.0 0.0 -0.7383
C 1.4358 2.3473 -1.8363 0.0 0.0 0.0 0.4418
C 1.7749 0.9690 -2.0810 0.0 0.1 0.0 -0.0546
N 0.9753 -0.0092 -1.8734 0.0 0.0 0.0 0.6507
N 1.4355 -1.2871 -2.1533 0.0 0.0 0.0 -0.7299
C 0.5408 -2.1466 -1.7464 -0.1 0.0 0.0 0.5922
O -0.5796 -1.8186 -1.1962 0.1 0.1 0.0 -0.7632
C 0.8287 -3.5945 -1.9262 0.0 0.0 0.0 0.2754
C 2.0281 -4.0234 -2.4902 0.0 0.0 0.0 -0.2729
C 2.2775 -5.3766 -2.6472 0.0 0.0 0.0 -0.6365
C 1.3330 -6.3125 -2.2441 0.0 0.0 0.0 -0.3553
C 0.1373 -5.8886 -1.6832 0.0 0.0 0.0 -0.6644
C -0.1141 -4.5337 -1.5242 0.0 0.0 0.0 -0.3226
H -1.1442 4.4440 -1.1634 0.0 0.0 0.0 0.4620
H 0.6586 6.1119 -1.4026 0.0 0.0 0.0 0.3757
H 2.9836 5.3859 -1.9182 0.0 0.0 0.0 0.4206
H 3.4400 2.9789 -2.2447 0.0 0.0 0.0 0.3744
H 2.7648 0.7280 -2.4636 0.0 0.0 0.0 0.3983
H 2.7525 -3.2834 -2.8004 0.0 0.0 0.0 0.4394
H 3.2112 -5.7043 -3.0861 0.0 0.0 0.0 0.3764
H 1.5297 -7.3699 -2.3684 0.0 0.0 0.0 0.3753
H -0.6018 -6.6151 -1.3698 0.0 0.0 0.0 0.3906
H -1.0409 -4.1853 -1.0898 0.0 0.0 0.0 0.4586
```
Forces are in eV/Å.